A molecular structure, C30H30BrN8O3S5SbV at a distorted geometry, computed with ωB97M-V with the def2-TZVPD basis set.

Energy relative to the best compared isomer or geometry (same formula, charge and spin) = 4.4 kcal/mol
Largest force on an atom = 0.0608 hartree/bohr
<S²> = 3.8008
Kohn-Sham gap (spin up / spin down) = 4.23 / 5.29 eV

Geometry as ORCA input:
```
! RIJCOSX wB97M-V def2-TZVPD def2/J DEFGRID3
* xyz -2 4
V -1.0398 0.0775 -0.7307
C -4.4310 -2.8941 3.4550
C -3.5677 -1.6812 3.7636
N -3.5886 -0.6626 2.7379
C -2.9152 -0.7192 1.5811
S -3.1637 0.5161 0.4235
N -2.1169 -1.8095 1.4480
N -1.3188 -1.6384 0.3512
C -0.8002 -2.6899 -0.1752
C -1.1450 -4.0754 0.2199
C 0.2037 -2.4257 -1.2558
C 0.8891 -3.4299 -1.9044
C 1.8602 -3.0932 -2.8370
C 2.1208 -1.7680 -3.0979
C 1.3724 -0.8120 -2.4387
N 0.4450 -1.1435 -1.5370
H -4.3241 -3.6474 4.2411
H -4.1326 -3.3431 2.5053
H -5.4862 -2.6180 3.3821
H -2.5308 -1.9829 3.9016
H -3.8961 -1.2025 4.6877
H -4.2120 0.1229 2.8236
H -1.8317 -4.0473 1.0579
H -0.2584 -4.6537 0.5014
H -1.6237 -4.5843 -0.6247
H 0.6505 -4.4609 -1.6850
H 2.4044 -3.8738 -3.3547
H 2.8730 -1.4567 -3.8080
H 1.4952 0.2469 -2.6174
C 1.7729 -1.5612 2.3428
O 1.9669 -0.8835 1.1111
C 3.0675 -0.1140 0.9689
C 4.2519 -0.3354 1.6379
C 5.3487 0.4946 1.3902
Br 6.9879 0.1671 2.3090
C 5.2656 1.5129 0.4803
C 4.0569 1.7367 -0.1916
C 2.9406 0.9681 0.0675
O 1.7212 1.2213 -0.3875
C 3.9518 2.8272 -1.1824
N 3.1069 2.8399 -2.1680
C 3.3228 4.0675 -2.7976
C 2.6567 4.6365 -3.8774
C 3.0587 5.8917 -4.2981
C 4.1090 6.5754 -3.6563
C 4.7732 6.0214 -2.5769
C 4.3488 4.7612 -2.1658
N 4.7610 3.9230 -1.1404
H 1.9207 -0.8674 3.1723
H 2.4468 -2.4180 2.4377
H 0.7371 -1.8941 2.3463
H 4.3351 -1.1477 2.3446
H 6.1367 2.1190 0.2679
H 1.7248 2.0014 -0.9655
H 1.8286 4.1122 -4.3383
H 2.5426 6.3687 -5.1217
H 4.3908 7.5623 -4.0022
H 5.5699 6.5524 -2.0711
H 5.3437 4.1742 -0.3624
S 1.3221 4.3072 0.8000
Sb -0.6299 3.0983 1.0161
S -0.2847 1.0154 1.9560
S -1.1036 2.2834 -1.3138
S -2.4935 4.2261 1.6812
N -2.3094 -3.2377 -6.7510
C -3.0446 -3.3524 -5.5563
O -3.8609 -4.2844 -5.4610
C -2.7666 -2.4120 -4.5126
C -3.3987 -2.5281 -3.2285
C -3.0791 -1.6719 -2.2229
N -2.1435 -0.6575 -2.3274
C -1.6490 -0.4598 -3.5918
C -1.9002 -1.2738 -4.6518
H -2.7405 -3.7331 -7.5139
H -1.9076 -2.3464 -6.9810
H -4.1406 -3.2990 -3.0654
H -3.5543 -1.7439 -1.2533
H -1.0346 0.4256 -3.7114
H -1.4436 -0.9996 -5.5960
*
```

A molecular structure, C30H30CaN8O6STe at a distorted geometry, computed with ωB97M-V with the def2-TZVPD basis set.

Energy relative to the best compared isomer or geometry (same formula, charge and spin) = 26.5 kcal/mol
Largest force on an atom = 0.0251 hartree/bohr
Kohn-Sham gap = 5.17 eV

Geometry as ORCA input:
```
! RIJCOSX wB97M-V def2-TZVPD def2/J DEFGRID3
* xyz -2 1
Ca 0.2871 0.5843 -0.5077
O 0.3931 -0.2167 4.9343
C 1.4393 -0.9594 4.5400
C 2.2985 -1.4650 5.5184
C 3.3897 -2.2382 5.1628
C 3.6474 -2.5258 3.8265
C 2.8007 -2.0158 2.8548
C 1.6972 -1.2370 3.1868
C 0.8408 -0.6967 2.0849
O 1.1246 -0.9760 0.8867
N -0.1671 0.0742 2.5118
N -0.8629 0.6872 1.4783
C -1.6821 1.6220 1.7432
C -2.3850 2.4454 0.7282
C -3.1552 3.4946 1.2332
C -3.8467 4.3809 0.4261
C -3.7770 4.2015 -0.9571
C -3.0372 3.1749 -1.4998
C -2.3016 2.2580 -0.7014
O -1.6445 1.3059 -1.2677
H -0.0511 0.0784 4.0778
H 2.0853 -1.2285 6.5539
H 4.0429 -2.6253 5.9380
H 4.4900 -3.1427 3.5419
H 2.9516 -2.2560 1.8084
H -1.8679 1.8753 2.7928
H -3.1927 3.6171 2.3121
H -4.4243 5.1889 0.8571
H -4.3097 4.8807 -1.6160
H -2.9787 3.0347 -2.5731
O 1.6269 2.0748 0.2701
C 2.1318 3.2463 0.3475
C 2.2866 3.9236 1.5845
C 2.9079 5.1513 1.6629
C 3.4098 5.7837 0.5219
C 3.2393 5.1569 -0.7026
C 2.6054 3.9217 -0.8157
C 2.4130 3.3163 -2.1447
N 1.4142 2.5655 -2.5656
C 1.6830 2.2870 -3.8858
C 2.8500 2.8665 -4.2739
N 3.3075 3.5250 -3.1539
H 1.8967 3.4289 2.4659
H 3.0029 5.6360 2.6293
H 3.9006 6.7465 0.5871
H 3.5832 5.6588 -1.6036
H 1.0145 1.6779 -4.4727
H 3.3903 2.8658 -5.2043
H 4.1677 4.0315 -3.0638
N 3.3673 -0.6831 -0.9617
C 2.6946 -0.7249 -2.1323
N 3.4256 -1.0540 -3.2467
O 1.5130 -0.3744 -2.2526
H 4.1447 -1.3190 -0.8828
H 2.7735 -0.6737 -0.1325
H 4.1980 -1.6843 -3.1060
H 2.8475 -1.2587 -4.0441
C -4.0822 -1.0885 -3.4529
N -3.3634 -1.4636 -2.2615
C -1.9945 -1.4636 -2.1487
N -1.3110 -0.8539 -3.1917
O -1.4259 -2.0016 -1.2178
H -5.1478 -1.2275 -3.2751
H -3.7919 -1.6800 -4.3277
H -3.9294 -0.0337 -3.6930
H -3.8044 -2.0712 -1.5944
H -1.7223 0.0260 -3.4740
H -0.3513 -0.7184 -2.8978
Te 1.9433 -4.0179 -0.6113
C 3.2058 -5.6800 -0.1620
C 4.4142 -6.0607 -0.6966
C 4.9751 -7.2331 -0.1080
C 4.1899 -7.7476 0.8817
S 2.7799 -6.7900 1.0766
H 4.8852 -5.5021 -1.4944
H 5.9176 -7.6722 -0.4129
H 4.3697 -8.6184 1.4937
*
```

A molecular structure, C30H30Cl5N4O4Re at a distorted geometry, computed with ωB97M-V with the def2-TZVPD basis set.

Energy relative to the best compared isomer or geometry (same formula, charge and spin) = 38.8 kcal/mol
Largest force on an atom = 0.0478 hartree/bohr
<S²> = 0.7788
Kohn-Sham gap (spin up / spin down) = 5.97 / 6.38 eV

Geometry as ORCA input:
```
! RIJCOSX wB97M-V def2-TZVPD def2/J DEFGRID3
* xyz 1 2
Re 0.6911 0.0593 0.3251
N 2.3457 1.5128 0.2880
C 2.4112 1.9946 -1.1268
C 1.0060 2.2228 -1.6300
O 0.7486 3.0957 -2.4208
N 0.0853 1.3227 -1.0847
C -1.3121 1.5740 -1.3713
C -2.5344 1.1682 0.7029
O -2.7583 1.4310 1.8878
O -0.2000 1.0883 1.9854
H 2.1784 2.3092 0.8969
H 3.2440 1.1226 0.5622
H 2.8601 1.1997 -1.7182
H 2.9933 2.9034 -1.2341
H -1.8092 0.6762 -1.7173
H -1.3826 2.3392 -2.1334
Cl 6.7441 -3.4733 1.4665
C 5.3529 -2.7241 0.8032
C 4.3397 -2.2826 1.6356
Cl 4.4115 -2.4837 3.3382
C 3.2303 -1.6714 1.0694
Cl 1.8666 -1.1624 2.0771
C 3.0685 -1.4792 -0.2901
O 1.9810 -0.9037 -0.8273
C 4.0960 -1.9310 -1.1157
Cl 3.9034 -1.6945 -2.8079
C 5.2218 -2.5436 -0.5807
Cl 6.4624 -3.0840 -1.6263
C -0.8999 -3.0249 2.3822
C -0.2204 -3.4150 1.0879
C 0.4235 -4.6453 0.9974
C 0.9641 -5.0747 -0.2036
C 0.8307 -4.2919 -1.3420
C 0.2023 -3.0541 -1.2938
C 0.0032 -2.2640 -2.5688
C -0.2584 -2.6168 -0.0544
N -0.8427 -1.2757 0.0548
C -2.2277 -1.2508 -0.0883
C -2.9414 -2.5194 -0.5265
C -3.0053 -0.1615 0.1884
C -4.5150 -0.2377 0.1315
N -1.9416 2.0344 -0.1361
C -1.4866 3.3419 0.2836
C -1.9160 4.4268 -0.4807
C -2.9515 4.2808 -1.5702
C -1.3627 5.6784 -0.2287
C -0.3976 5.8512 0.7466
C 0.0048 4.7666 1.5091
C -0.5416 3.5053 1.3015
C -0.1489 2.4960 2.3458
H -0.2842 -3.2954 3.2410
H -1.8493 -3.5543 2.4930
H -1.1234 -1.9599 2.4412
H 0.4810 -5.2762 1.8789
H 1.4571 -6.0375 -0.2626
H 1.2080 -4.6492 -2.2947
H -0.4161 -2.9062 -3.3445
H 0.9539 -1.8739 -2.9334
H -0.6699 -1.4154 -2.4417
H -2.2854 -3.2143 -1.0403
H -3.7609 -2.2745 -1.1982
H -3.3653 -3.0470 0.3339
H -4.8903 -1.1970 0.4802
H -4.8735 -0.0989 -0.8960
H -4.9576 0.5417 0.7482
H -2.4799 4.2191 -2.5552
H -3.6023 5.1536 -1.5792
H -3.5754 3.3978 -1.4350
H -1.6952 6.5250 -0.8200
H 0.0355 6.8282 0.9220
H 0.7354 4.9057 2.3020
H 0.8671 2.6847 2.6849
H -1.1208 0.8093 2.1810
H -0.8056 2.5986 3.2053
*
```

A molecular structure, C30H30F3N3PtSSi, computed with ωB97M-V with the def2-TZVPD basis set.

Largest force on an atom = 0.0156 hartree/bohr
<S²> = 6.0361
Kohn-Sham gap (spin up / spin down) = 7.19 / 4.63 eV

Geometry as ORCA input:
```
! RIJCOSX wB97M-V def2-TZVPD def2/J DEFGRID3
* xyz 2 5
Pt -0.6135 -0.2774 0.3451
F -4.4025 -3.8306 1.7485
C -3.3000 -4.2498 2.3774
F -2.5947 -5.0023 1.5319
F -3.6597 -4.9909 3.4148
C -2.4713 -3.0573 2.8288
C -2.1872 -2.8407 4.1701
C -1.4131 -1.7516 4.5359
C -0.9274 -0.8895 3.5508
N -1.2133 -1.0883 2.2760
C -1.9651 -2.1476 1.9016
S -2.1463 -2.1913 0.1832
H -2.5629 -3.5278 4.9173
H -1.1740 -1.5670 5.5761
H -0.2955 -0.0433 3.7859
C -1.1314 2.7200 -0.7429
C -1.9623 4.0073 -1.2816
N -3.3453 3.7262 -1.0556
C -3.6440 3.5545 0.3353
C -2.8566 2.2265 0.8267
N -2.0879 1.7279 -0.2916
C -2.9571 1.3275 -1.3754
C -3.8035 2.6240 -1.8464
H -0.4915 3.0116 0.0854
H -0.5159 2.3163 -1.5456
H -1.7697 4.1485 -2.3416
H -1.6548 4.8943 -0.7342
H -4.7125 3.4222 0.4830
H -3.3053 4.4177 0.9015
H -3.5685 1.4693 1.1493
H -2.1916 2.4766 1.6493
H -3.6358 0.5499 -1.0358
H -2.3573 0.9514 -2.2009
H -4.8641 2.4545 -1.6822
H -3.6272 2.8140 -2.9016
C 2.0672 2.9905 -3.5348
C 2.8078 2.9872 -2.3592
C 2.6626 1.9471 -1.4454
C 1.7867 0.8868 -1.7120
C 1.0481 0.9038 -2.9065
C 1.1857 1.9475 -3.8114
Si 1.5743 -0.5280 -0.5460
C 1.8784 -2.1209 -1.4078
C 1.1347 -3.2858 -1.1655
C 1.4035 -4.4665 -1.8475
C 2.4323 -4.5043 -2.7789
C 3.1856 -3.3644 -3.0291
C 2.9101 -2.1825 -2.3550
C 2.5580 -0.3367 1.0012
C 2.3416 0.7616 1.8585
C 3.1075 0.9427 3.0024
C 4.0994 0.0186 3.3139
C 4.3226 -1.0741 2.4850
C 3.5556 -1.2573 1.3406
H 2.1881 3.7988 -4.2467
H 3.5088 3.7893 -2.1595
H 3.2480 1.9521 -0.5328
H 0.3908 0.0713 -3.1464
H 0.6271 1.9418 -4.7402
H 0.3476 -3.2818 -0.4191
H 0.8190 -5.3564 -1.6501
H 2.6537 -5.4240 -3.3048
H 3.9864 -3.3959 -3.7563
H 3.5042 -1.2997 -2.5712
H 1.5823 1.4997 1.6085
H 2.9494 1.8036 3.6411
H 4.7015 0.1527 4.2042
H 5.1018 -1.7852 2.7290
H 3.7385 -2.1162 0.7033
*
```

A molecular structure, C30H30F4N7O4Rh at a distorted geometry, computed with ωB97M-V with the def2-TZVPD basis set.

Energy relative to the best compared isomer or geometry (same formula, charge and spin) = 26.8 kcal/mol
Largest force on an atom = 0.0583 hartree/bohr
<S²> = 6.0252
Kohn-Sham gap (spin up / spin down) = 2.73 / 4.15 eV

Geometry as ORCA input:
```
! RIJCOSX wB97M-V def2-TZVPD def2/J DEFGRID3
* xyz 0 5
Rh 1.4666 0.4700 -2.5606
F -4.5546 -2.0358 -0.0252
C -3.5284 -1.5421 0.7329
C -2.3821 -1.1669 0.0709
C -1.2645 -0.6788 0.7754
C -0.0689 -0.3143 0.0534
O 0.0196 -0.5251 -1.1920
C 0.9624 0.2470 0.8858
C 0.8286 0.3130 2.2310
N -0.2993 -0.0782 2.8996
C -0.3158 -0.0627 4.3258
C -1.1228 0.9694 5.0680
C 0.3699 1.0479 5.0583
C -1.3772 -0.5502 2.1792
C -2.5642 -0.8877 2.8147
C -3.6698 -1.4122 2.1080
N -4.8485 -1.7245 2.8624
C -6.0170 -2.2022 2.1409
C -7.1835 -2.2766 3.1473
N -6.7961 -1.4043 4.2810
C -5.7321 -2.0617 5.0776
C -4.6629 -2.5228 4.0643
C 2.2370 0.8779 0.3393
O 3.2677 0.7703 0.9900
O 2.0777 1.5713 -0.7119
H -2.3196 -1.2419 -1.0005
H 1.6458 0.6909 2.8236
H -0.2723 -1.0603 4.7636
H -1.6122 0.6692 5.9841
H -1.6694 1.6961 4.4867
H 0.9091 0.8091 5.9622
H 0.8249 1.8311 4.4721
H -2.6541 -0.7278 3.8762
H -5.8628 -3.1871 1.6793
H -6.2531 -1.4903 1.3486
H -7.3432 -3.2901 3.5202
H -8.1082 -1.9181 2.6961
H -7.5898 -1.1111 4.8548
H -6.3216 -0.5992 3.8319
H -6.1485 -2.9043 5.6291
H -5.3342 -1.3327 5.7848
H -4.7710 -3.5964 3.8580
H -3.6655 -2.3614 4.4653
F 0.5630 3.1254 -3.2703
C 0.0973 1.8679 -3.0292
F -0.8268 2.0347 -2.0421
F -0.6441 1.5616 -4.1324
O 2.4503 -1.3123 -2.7507
N 1.7677 -1.9303 -3.6390
C 1.8842 -3.1925 -3.9667
C 1.0747 -3.6949 -4.9994
N 0.4426 -4.1507 -5.8451
C 2.7695 -4.1109 -3.3723
N 3.4924 -4.8586 -2.8784
C 6.4741 2.9665 -1.8084
N 5.0976 2.5774 -1.8012
C 4.1175 3.6175 -1.7278
C 4.6837 1.3190 -2.3411
C 4.0723 1.4286 -3.7320
C 4.9144 1.8422 -4.7599
C 4.4500 1.9325 -6.0565
C 3.1325 1.6152 -6.3361
C 2.2877 1.2052 -5.3187
C 2.7356 1.1314 -3.9985
H 6.6946 3.5470 -0.9080
H 6.7311 3.5922 -2.6752
H 7.1110 2.0838 -1.8122
H 4.4968 4.4313 -1.1087
H 3.2032 3.2119 -1.2825
H 3.8512 4.0159 -2.7163
H 3.9391 0.8842 -1.6562
H 5.5391 0.6407 -2.3752
H 5.9517 2.0574 -4.5430
H 5.1215 2.2296 -6.8474
H 2.7646 1.6742 -7.3508
H 1.2635 0.9603 -5.5704
*
```

2 unconnected molecules or ions with the total composition C30H30FOSi at a distorted geometry, computed with ωB97M-V with the def2-TZVPD basis set.

Energy relative to the best compared isomer or geometry (same formula, charge and spin) = 23.5 kcal/mol
Largest force on an atom = 0.0291 hartree/bohr
Kohn-Sham gap = 5.26 eV

Geometry as ORCA input:
```
! RIJCOSX wB97M-V def2-TZVPD def2/J DEFGRID3
* xyz 1 1
C 1.9564 -5.1811 0.9789
Si 1.2908 -3.5552 0.3734
C 0.2980 -3.6983 -1.1958
C 0.3775 -2.6562 1.7257
O 2.7298 -2.7340 -0.0470
C 3.0020 -1.4637 -0.4516
C 3.8058 -1.2772 -1.5446
C 3.7596 -0.0109 -2.2684
C 4.1215 1.1820 -1.6197
C 4.0237 2.4131 -2.2639
C 3.4996 2.4791 -3.5596
C 3.1350 1.3020 -4.2227
C 3.3125 0.0627 -3.6086
C 2.3663 -0.3635 0.3043
C 1.3331 0.3887 -0.2821
C 0.6669 1.3566 0.4694
C 1.0520 1.5960 1.7936
C 2.0944 0.8628 2.3717
C 2.7426 -0.1295 1.6386
H 1.1413 -5.8586 1.2626
H 2.5581 -5.6717 0.2043
H 2.5990 -5.0377 1.8558
H -0.6638 -4.1939 -0.9997
H 0.0898 -2.7144 -1.6379
H 0.8416 -4.2946 -1.9420
H -0.4539 -3.2876 2.0755
H 1.0343 -2.4626 2.5838
H -0.0443 -1.6971 1.3988
H 4.1993 -2.1579 -2.0545
H 4.4855 1.1142 -0.5903
H 4.3495 3.3152 -1.7406
H 3.3891 3.4451 -4.0511
H 2.7125 1.3504 -5.2279
H 3.0555 -0.8696 -4.1198
H 1.0800 0.1965 -1.3284
H -0.1446 1.9263 0.0094
H 0.5437 2.3699 2.3728
H 2.4101 1.0596 3.3986
H 3.5434 -0.7359 2.0693
F 5.9999 -6.0892 -0.6776
C 6.0058 -4.9321 0.0680
C 5.6123 -5.0118 1.4002
C 5.5241 -3.8099 2.1206
C 5.8455 -2.6036 1.5299
C 6.1797 -2.5226 0.1418
C 6.2908 -1.2214 -0.4368
C 7.1039 -0.7744 -1.5271
C 7.4585 0.6130 -1.5638
C 8.1135 1.1634 -2.6527
C 8.4772 0.3565 -3.7412
C 8.2096 -1.0162 -3.6952
C 7.5759 -1.5852 -2.5944
C 6.3180 -3.7433 -0.5706
H 5.3505 -5.9698 1.8401
H 5.1947 -3.8299 3.1607
H 5.8341 -1.6779 2.1171
H 5.9503 -0.4206 0.2226
H 7.1858 1.2410 -0.7126
H 8.3436 2.2307 -2.6640
H 8.9651 0.7956 -4.6125
H 8.4985 -1.6558 -4.5307
H 7.4259 -2.6584 -2.5721
H 6.5860 -3.7670 -1.6203
*
```